1.
Molecular formula: C26H20N4O4S2Tl
Method: DFT, the ωB97M-V functional and the def2-TZVPD basis

Summary:
2S+1 = 1
energy above the lowest of the compared OMol25 structures with the same formula, charge and spin = 6.9 kcal/mol
calculated total energy = -2491.4318 a.u.
LUMO level = -2.94 eV
gap between HOMO and LUMO = 6.66 eV
net charge = +1

XYZ file:
```
57
C26H20N4O4S2Tl (the ωB97M-V functional and the def2-TZVPD basis)
Tl 0.19 -0.05 -0.83
C -2.67 -4.28 -0.35
N -1.32 -4.38 -0.91
C -0.86 -5.43 -1.67
C 0.41 -5.16 -2.00
N 0.74 -3.94 -1.43
C -0.35 -3.46 -0.76
S -0.70 -2.09 0.24
C 2.06 -3.39 -1.51
C 3.13 -4.27 -1.63
C 4.40 -3.72 -1.74
C 4.54 -2.35 -1.71
C 3.41 -1.57 -1.57
N 2.18 -2.08 -1.47
H -3.24 -5.12 -0.72
H -3.12 -3.34 -0.67
H -2.63 -4.30 0.73
H -1.49 -6.27 -1.92
H 1.09 -5.70 -2.62
H 3.00 -5.34 -1.61
H 5.26 -4.37 -1.84
H 5.51 -1.88 -1.80
H 3.47 -0.49 -1.56
S 2.94 3.09 -2.46
C 1.90 2.71 -3.76
C 1.04 1.70 -3.45
C 1.23 1.23 -2.13
C 2.23 1.89 -1.46
C 2.66 1.64 -0.07
C 3.68 2.34 0.56
C 4.01 2.01 1.86
C 3.34 0.99 2.51
C 2.34 0.32 1.81
N 2.02 0.64 0.56
H 1.98 3.25 -4.69
H 0.29 1.32 -4.13
H 4.20 3.14 0.04
H 4.79 2.56 2.38
H 3.57 0.71 3.53
H 1.78 -0.49 2.26
O -2.20 -0.04 1.36
C -2.01 1.11 0.98
O -1.04 1.43 0.17
C -2.87 2.24 1.43
C -2.73 3.51 0.89
C -3.55 4.56 1.29
C -4.49 4.28 2.26
O -5.39 5.13 2.82
C -6.14 4.36 3.76
O -5.62 3.03 3.74
C -4.62 3.02 2.81
C -3.83 1.97 2.42
H -1.98 3.67 0.13
H -3.46 5.55 0.87
H -7.19 4.34 3.46
H -6.01 4.78 4.76
H -3.93 0.98 2.84
```

In the Löwdin picture, each atom carries the following charge in e: number 1, Tl, carries 0.96; number 2, C, carries -0.01; number 3, N, carries -0.12; number 4, C, carries -0.01; number 5, C, carries -0.01; number 6, N, carries 0.03; number 7, C, carries -0.59; number 8, S, carries 0.79; number 9, C, carries -0.24; number 10, C, carries 0.01; number 11, C, carries -0.03; number 12, C, carries -0.02; number 13, C, carries -0.10; number 14, N, carries 0.10; number 15, H, carries 0.10; number 16, H, carries 0.10; number 17, H, carries 0.10; number 18, H, carries 0.14; number 19, H, carries 0.13; number 20, H, carries 0.12; number 21, H, carries 0.12; number 22, H, carries 0.12; number 23, H, carries 0.10; number 24, S, carries 1.09; number 25, C, carries -0.38; number 26, C, carries -0.18; number 27, C, carries -0.33; number 28, C, carries -0.53; number 29, C, carries -0.29; number 30, C, carries -0.01; number 31, C, carries -0.03; number 32, C, carries -0.03; number 33, C, carries -0.09; number 34, N, carries 0.03; number 35, H, carries 0.08; number 36, H, carries 0.11; number 37, H, carries 0.11; number 38, H, carries 0.12; number 39, H, carries 0.11; number 40, H, carries 0.12; number 41, O, carries -0.05; number 42, C, carries -0.60; number 43, O, carries -0.17; number 44, C, carries -0.14; number 45, C, carries -0.02; number 46, C, carries 0.02; number 47, C, carries -0.21; number 48, O, carries 0.04; number 49, C, carries -0.12; number 50, O, carries 0.04; number 51, C, carries -0.20; number 52, C, carries 0.08; number 53, H, carries 0.11; number 54, H, carries 0.12; number 55, H, carries 0.14; number 56, H, carries 0.14; number 57, H, carries 0.13


2.
Molecular formula: C26H21BrN2O3PY
Method: DFT, the ωB97M-V functional and the def2-TZVPD basis

Summary:
2S+1 = 1
calculated total energy = -4292.3469 a.u.
LUMO level = -1.09 eV
gap between HOMO and LUMO = 7.14 eV

XYZ file:
```
55
C26H21BrN2O3PY (the ωB97M-V functional and the def2-TZVPD basis)
Y -0.15 10.15 14.14
O 0.10 11.09 18.30
C 0.01 10.19 17.48
O -0.56 10.29 16.34
C 0.78 8.90 17.71
P 2.20 8.89 16.41
C 3.68 9.23 17.34
C 3.88 8.74 18.61
C 5.00 9.20 19.31
C 5.76 10.30 18.87
C 5.50 10.82 17.62
C 4.47 10.28 16.86
C 2.48 7.17 15.82
C 1.67 6.69 14.78
C 1.79 5.37 14.32
C 2.55 4.41 14.99
C 3.30 4.89 16.07
C 3.28 6.19 16.46
H 0.16 8.04 17.43
H 1.11 8.77 18.73
H 3.32 7.93 19.02
H 5.24 8.86 20.28
H 6.58 10.61 19.52
H 6.01 11.71 17.25
H 4.24 10.62 15.81
H 1.03 7.38 14.25
H 1.12 5.09 13.52
H 2.57 3.37 14.68
H 3.97 4.20 16.58
H 4.06 6.56 17.17
Br 2.48 5.89 8.46
C 2.41 7.22 9.74
C 1.18 7.58 10.33
C 1.11 8.54 11.29
C 2.29 9.18 11.67
C 3.54 8.78 11.16
C 3.59 7.78 10.18
N 2.07 10.25 12.64
C 2.52 11.38 12.36
C 2.19 12.61 13.17
C 3.04 13.70 13.22
C 2.78 14.65 14.16
C 1.71 14.47 15.07
C 0.91 13.34 14.91
N 1.13 12.43 13.98
H 0.27 7.10 9.93
H 0.08 8.80 11.67
H 4.40 9.40 11.44
H 4.53 7.44 9.82
H 3.12 11.58 11.43
H 3.85 13.77 12.54
H 3.48 15.54 14.25
H 1.60 15.20 15.78
H 0.18 13.05 15.63
O -1.32 9.56 12.83
```

In the Löwdin picture, each atom carries the following charge in e: number 1, Y, carries 1.27; number 2, O, carries 0.03; number 3, C, carries -0.76; number 4, O, carries -0.25; number 5, C, carries -0.20; number 6, P, carries 1.08; number 7, C, carries -0.42; number 8, C, carries -0.10; number 9, C, carries -0.06; number 10, C, carries -0.08; number 11, C, carries -0.10; number 12, C, carries -0.11; number 13, C, carries -0.35; number 14, C, carries -0.11; number 15, C, carries -0.07; number 16, C, carries -0.06; number 17, C, carries -0.10; number 18, C, carries -0.10; number 19, H, carries 0.08; number 20, H, carries 0.07; number 21, H, carries 0.10; number 22, H, carries 0.09; number 23, H, carries 0.11; number 24, H, carries 0.11; number 25, H, carries 0.10; number 26, H, carries 0.07; number 27, H, carries 0.10; number 28, H, carries 0.10; number 29, H, carries 0.10; number 30, H, carries 0.11; number 31, Br, carries 0.79; number 32, C, carries -0.74; number 33, C, carries -0.11; number 34, C, carries -0.05; number 35, C, carries -0.25; number 36, C, carries -0.02; number 37, C, carries -0.14; number 38, N, carries 0.06; number 39, C, carries -0.08; number 40, C, carries -0.23; number 41, C, carries -0.03; number 42, C, carries -0.04; number 43, C, carries 0.00; number 44, C, carries -0.09; number 45, N, carries 0.04; number 46, H, carries 0.12; number 47, H, carries 0.07; number 48, H, carries 0.11; number 49, H, carries 0.09; number 50, H, carries 0.15; number 51, H, carries 0.11; number 52, H, carries 0.14; number 53, H, carries 0.08; number 54, H, carries 0.11; number 55, O, carries -0.75


3.
Molecular formula: C26H21ClN3O2Tl
Method: DFT, the ωB97M-V functional and the def2-TZVPD basis

Summary:
2S+1 = 1
energy above the lowest of the compared OMol25 structures with the same formula, charge and spin = 18.3 kcal/mol
calculated total energy = -1950.7906 a.u.
LUMO level = 4.27 eV
gap between HOMO and LUMO = 3.95 eV
net charge = -2

XYZ file:
```
54
C26H21ClN3O2Tl (the ωB97M-V functional and the def2-TZVPD basis)
Tl 0.68 0.55 -0.10
O -0.13 -0.34 -2.32
C -1.08 -1.02 -2.80
C -1.17 -1.21 -4.22
C -2.22 -1.86 -4.81
C -3.25 -2.39 -4.03
C -3.16 -2.31 -2.66
C -2.10 -1.66 -2.01
C -2.10 -1.70 -0.58
N -1.30 -1.14 0.26
N -1.64 -1.43 1.57
C -0.96 -0.81 2.50
O -0.01 0.01 2.40
C -1.48 -1.09 3.88
C -2.39 -2.11 4.16
C -2.90 -2.26 5.43
C -2.52 -1.39 6.45
C -1.61 -0.38 6.19
C -1.09 -0.24 4.91
H -0.37 -0.80 -4.82
H -2.26 -1.96 -5.89
H -4.10 -2.88 -4.51
H -3.94 -2.76 -2.06
H -2.90 -2.32 -0.15
H -2.69 -2.77 3.36
H -3.61 -3.05 5.65
H -2.94 -1.50 7.44
H -1.30 0.30 6.97
H -0.38 0.54 4.67
C -3.30 4.43 0.08
C -2.14 4.63 -0.67
C -1.17 3.65 -0.68
N -1.28 2.50 0.00
C -2.40 2.30 0.70
C -3.42 3.23 0.78
H -4.08 5.18 0.11
H -2.01 5.54 -1.24
H -0.25 3.77 -1.23
H -2.46 1.36 1.22
H -4.31 3.02 1.36
Cl 5.09 -1.57 -2.40
C 4.50 0.07 -2.52
C 4.41 0.61 -3.77
C 4.00 1.93 -3.93
C 3.71 2.68 -2.78
C 3.79 2.13 -1.54
C 4.15 0.75 -1.31
C 4.15 0.18 -0.07
H 4.66 0.01 -4.64
H 3.92 2.37 -4.91
H 3.42 3.72 -2.89
H 3.54 2.72 -0.66
H 3.90 0.76 0.80
H 4.37 -0.86 0.07
```

In the Löwdin picture, each atom carries the following charge in e: number 1, Tl, carries 0.93; number 2, O, carries -0.23; number 3, C, carries -0.42; number 4, C, carries -0.04; number 5, C, carries -0.15; number 6, C, carries -0.17; number 7, C, carries -0.10; number 8, C, carries -0.16; number 9, C, carries -0.13; number 10, N, carries -0.06; number 11, N, carries 0.01; number 12, C, carries -0.56; number 13, O, carries -0.21; number 14, C, carries -0.14; number 15, C, carries -0.05; number 16, C, carries -0.12; number 17, C, carries -0.14; number 18, C, carries -0.11; number 19, C, carries -0.04; number 20, H, carries 0.10; number 21, H, carries 0.08; number 22, H, carries 0.07; number 23, H, carries 0.09; number 24, H, carries 0.11; number 25, H, carries 0.10; number 26, H, carries 0.09; number 27, H, carries 0.08; number 28, H, carries 0.09; number 29, H, carries 0.11; number 30, C, carries -0.09; number 31, C, carries -0.08; number 32, C, carries -0.14; number 33, N, carries 0.00; number 34, C, carries -0.12; number 35, C, carries -0.07; number 36, H, carries 0.09; number 37, H, carries 0.09; number 38, H, carries 0.11; number 39, H, carries 0.10; number 40, H, carries 0.10; number 41, Cl, carries 0.58; number 42, C, carries -0.64; number 43, C, carries -0.19; number 44, C, carries -0.18; number 45, C, carries -0.17; number 46, C, carries -0.13; number 47, C, carries -0.45; number 48, C, carries -0.14; number 49, H, carries 0.08; number 50, H, carries 0.06; number 51, H, carries 0.08; number 52, H, carries 0.08; number 53, H, carries 0.00; number 54, H, carries -0.02


4.
Molecular formula: C26H21F3NO2ReSSi
Method: DFT, the ωB97M-V functional and the def2-TZVPD basis

Summary:
2S+1 = 2
energy above the lowest of the compared OMol25 structures with the same formula, charge and spin = 0.0 kcal/mol
calculated total energy = -2273.9475 a.u.
LUMO level (alpha / beta) = -4.31 / -4.22 eV
gap between HOMO and LUMO (alpha / beta) = 6.86 / 6.78 eV
net charge = +1

XYZ file:
```
56
C26H21F3NO2ReSSi (the ωB97M-V functional and the def2-TZVPD basis)
Re 1.14 -0.44 -0.28
F 4.92 4.68 -0.39
C 3.84 3.95 -0.12
F 2.79 4.55 -0.71
F 3.64 3.98 1.20
C 3.99 2.54 -0.62
C 5.12 2.11 -1.31
C 5.21 0.81 -1.76
C 4.15 -0.06 -1.52
N 3.08 0.35 -0.86
C 2.98 1.62 -0.40
S 1.41 1.77 0.39
H 5.93 2.81 -1.48
H 6.09 0.46 -2.29
H 4.15 -1.09 -1.85
C -0.66 -2.66 -3.41
C -1.24 -3.19 -2.24
C -1.38 -2.39 -1.14
C -0.99 -1.03 -1.17
C -0.44 -0.52 -2.37
C -0.27 -1.35 -3.48
Si -1.20 0.05 0.33
C -1.92 1.75 0.10
C -1.86 2.64 1.18
C -2.39 3.91 1.07
C -3.01 4.30 -0.11
C -3.09 3.43 -1.18
C -2.54 2.16 -1.08
C -1.91 -0.73 1.87
C -1.11 -1.05 2.97
C -1.68 -1.56 4.13
C -3.04 -1.78 4.20
C -3.85 -1.47 3.11
C -3.29 -0.94 1.96
H -0.55 -3.30 -4.28
H -1.56 -4.22 -2.22
H -1.81 -2.80 -0.23
H -0.20 0.53 -2.44
H 0.15 -0.95 -4.39
H -1.40 2.33 2.12
H -2.34 4.59 1.91
H -3.43 5.29 -0.19
H -3.58 3.73 -2.10
H -2.61 1.48 -1.92
H -0.04 -0.89 2.92
H -1.04 -1.79 4.97
H -3.48 -2.18 5.10
H -4.92 -1.63 3.17
H -3.94 -0.69 1.13
C 1.15 -4.57 0.78
O 0.81 -3.22 1.21
C 1.03 -2.27 0.38
O 1.55 -2.40 -0.77
H 2.22 -4.72 0.89
H 0.84 -4.71 -0.25
H 0.60 -5.23 1.45
```

In the Löwdin picture, each atom carries the following charge in e: number 1, Re, carries 1.16; number 2, F, carries 0.16; number 3, C, carries -0.61; number 4, F, carries 0.15; number 5, F, carries 0.15; number 6, C, carries -0.09; number 7, C, carries 0.05; number 8, C, carries -0.01; number 9, C, carries -0.07; number 10, N, carries -0.12; number 11, C, carries -0.59; number 12, S, carries 0.72; number 13, H, carries 0.14; number 14, H, carries 0.12; number 15, H, carries 0.13; number 16, C, carries -0.03; number 17, C, carries -0.05; number 18, C, carries -0.09; number 19, C, carries -0.39; number 20, C, carries -0.15; number 21, C, carries -0.06; number 22, Si, carries 0.66; number 23, C, carries -0.32; number 24, C, carries -0.12; number 25, C, carries -0.07; number 26, C, carries -0.07; number 27, C, carries -0.07; number 28, C, carries -0.09; number 29, C, carries -0.29; number 30, C, carries -0.11; number 31, C, carries -0.07; number 32, C, carries -0.07; number 33, C, carries -0.07; number 34, C, carries -0.09; number 35, H, carries 0.12; number 36, H, carries 0.12; number 37, H, carries 0.12; number 38, H, carries 0.10; number 39, H, carries 0.12; number 40, H, carries 0.11; number 41, H, carries 0.11; number 42, H, carries 0.11; number 43, H, carries 0.11; number 44, H, carries 0.10; number 45, H, carries 0.10; number 46, H, carries 0.11; number 47, H, carries 0.11; number 48, H, carries 0.11; number 49, H, carries 0.11; number 50, C, carries 0.02; number 51, O, carries -0.02; number 52, C, carries -0.57; number 53, O, carries -0.13; number 54, H, carries 0.11; number 55, H, carries 0.09; number 56, H, carries 0.10